# 1
This record from OMol25 describes an isolated molecule of C3H2N2O3 at a distorted geometry. The level of theory is the ωB97M-V functional and the def2-TZVPD basis.

Geometry as XYZ:
```
10
Properties=species:S:1:pos:R:3:lowdin_charge:R:1
O 2.11 1.10 -0.04 0.1087
C 1.46 0.06 0.04 -0.4451
O 2.00 -1.15 0.01 0.1265
C -0.09 0.01 0.11 -0.1755
C -1.02 1.08 0.04 -0.0532
N -2.22 0.57 -0.02 0.1142
O -2.04 -0.82 -0.01 -0.0532
N -0.73 -1.12 0.00 0.1125
H 1.32 -1.85 -0.12 0.1314
H -0.79 2.13 -0.01 0.1338
```

Calculated values
frontier orbital gap: 11.07 eV
structure (SMILES): O=C(O)c1cnon1
energy relative to the best compared isomer or geometry (same formula, charge and spin): 76.30 kcal/mol

=====

# 2
This record from OMol25 describes an isolated molecule of C8H5N3O2 at a distorted geometry. The level of theory is the ωB97M-V functional and the def2-TZVPD basis.

Geometry as XYZ:
```
18
Properties=species:S:1:pos:R:3:lowdin_charge:R:1
N -2.12 0.42 -1.55 0.2103
C -1.77 -0.17 -0.63 -0.2231
C -1.33 -0.94 0.47 -0.0607
C -0.12 -0.85 1.05 0.0318
C 1.12 -0.01 0.52 -0.2739
C 1.19 0.24 -0.88 -0.0374
C 0.44 1.25 -1.35 -0.0612
C -0.20 2.13 -0.47 -0.2546
C -1.18 2.95 -1.03 -0.1885
N -1.98 3.65 -1.44 0.2037
N 0.21 2.18 0.77 -0.2027
O -0.02 3.10 1.54 0.0854
O 1.08 1.24 1.17 0.0542
H -2.19 -1.61 0.86 0.1505
H 0.09 -1.40 1.96 0.1121
H 1.95 -0.41 1.09 0.1573
H 1.60 -0.43 -1.62 0.1223
H 0.34 1.48 -2.48 0.1745
```

Calculated values
frontier orbital gap: 8.21 eV
structure (SMILES): N#C/C=C\[C@H]1C=CC(C#N)=[N+]([O-])O1
energy relative to the best compared isomer or geometry (same formula, charge and spin): 88.46 kcal/mol

=====

# 3
This record from OMol25 describes a cluster of 2 separate species, C18H19BrClN2O8 in total at a distorted geometry. The level of theory is the ωB97M-V functional and the def2-TZVPD basis.

Geometry as XYZ:
```
49
Properties=species:S:1:pos:R:3:lowdin_charge:R:1
C -3.47 -3.19 2.18 -0.0882
C -1.98 -3.28 2.27 -0.2402
O -1.55 -1.95 2.63 -0.0350
C -0.21 -1.83 2.57 -0.5571
C 0.33 -0.48 2.90 -0.5485
Cl 1.82 -0.60 3.65 0.7538
C -0.53 0.70 2.93 -0.5467
O -0.29 1.79 3.47 -0.0292
O -1.69 0.51 2.29 -0.0457
C -2.63 1.62 2.37 -0.2164
C -3.93 0.97 1.96 -0.0841
O 0.51 -2.78 2.29 0.0072
H -3.93 -4.18 2.12 0.0666
H -3.90 -2.65 3.04 0.0749
H -3.74 -2.64 1.27 0.0758
H -1.65 -4.01 3.03 0.1236
H -1.54 -3.55 1.30 0.1244
H -2.67 2.01 3.39 0.1182
H -2.31 2.39 1.66 0.1226
H -4.72 1.71 1.92 0.0625
H -3.81 0.49 0.98 0.0816
H -4.19 0.20 2.70 0.0772
C 1.25 1.64 7.86 -0.0703
C 2.01 2.70 7.11 -0.2167
O 2.00 2.35 5.68 0.0441
C 2.72 3.31 5.07 -0.4391
O 3.20 4.25 5.69 0.0632
N 2.89 3.11 3.70 0.1108
C 3.89 3.83 3.02 -0.1344
C 4.61 4.92 3.47 -0.0023
C 5.55 5.48 2.60 -0.0775
C 5.71 4.93 1.32 -0.1354
C 4.96 3.84 0.88 -0.6136
Br 5.02 3.28 -0.92 0.7802
C 4.06 3.25 1.75 -0.1437
C 3.11 2.14 1.68 -0.0815
N 3.23 1.01 0.80 -0.3272
O 4.38 0.55 0.65 0.0172
O 2.22 0.53 0.24 0.0734
C 2.37 2.14 2.83 0.0394
H 1.15 1.97 8.89 0.0758
H 0.26 1.48 7.45 0.0848
H 1.80 0.70 7.87 0.0815
H 1.55 3.69 7.22 0.1270
H 3.04 2.75 7.45 0.1262
H 4.44 5.31 4.47 0.0989
H 6.14 6.34 2.91 0.0998
H 6.42 5.39 0.63 0.0934
H 1.46 1.61 3.06 0.0290
```

Calculated values
frontier orbital gap: 6.28 eV
total charge: -1
energy relative to the best compared isomer or geometry (same formula, charge and spin): 2.95 kcal/mol

=====

# 4
This record from OMol25 describes an isolated molecule of C5H9O2P at a distorted geometry. The level of theory is the ωB97M-V functional and the def2-TZVPD basis.

Geometry as XYZ:
```
17
Properties=species:S:1:pos:R:3:mulliken_spin:R:1
C 0.03 1.46 0.96 0.8470
C -1.30 0.74 0.99 -0.0930
C 0.17 -0.52 -0.21 -0.0075
C -0.15 -0.24 -1.67 -0.0053
C 0.64 -1.98 0.06 0.0052
O 1.11 0.39 0.30 0.0585
O -1.04 -0.47 0.54 0.0050
P 0.60 2.96 1.57 1.0887
H -1.74 0.77 1.92 0.0271
H -1.90 1.30 0.11 0.0812
H -0.08 -1.10 -2.25 0.0000
H 0.40 0.64 -2.06 0.0030
H -1.17 0.11 -1.61 0.0000
H 1.77 -2.06 -0.17 -0.0005
H 0.10 -2.60 -0.64 -0.0001
H 0.59 -2.16 1.12 0.0009
H 1.96 2.75 1.02 -0.0102
```

Calculated values
frontier orbital gap (alpha / beta): 7.53 / 7.49 eV
spin multiplicity: 3
<S²>: 2.008
energy relative to the best compared isomer or geometry (same formula, charge and spin): 48.67 kcal/mol

=====

# 5
This record from OMol25 describes a structure of composition C10H28BrN2O5V at a distorted geometry. The level of theory is the ωB97M-V functional and the def2-TZVPD basis.

Geometry as XYZ:
```
47
Properties=species:S:1:pos:R:3:lowdin_charge:R:1
O -2.86 -3.88 -1.06 -0.3209
V -2.15 -3.31 0.30 1.0756
O -0.88 -4.24 0.60 -0.3047
Br -0.57 0.03 -0.73 -0.4880
C 4.37 -2.68 1.10 -0.0679
C 5.01 -1.36 1.34 -0.4937
C 5.75 -0.89 0.13 -0.2424
O 6.48 0.30 0.42 -0.1885
C 7.21 0.82 -0.74 -0.0788
N 4.00 -0.43 1.73 0.0515
H 3.99 -3.08 2.04 0.0838
H 5.05 -3.46 0.77 0.0765
H 3.64 -2.67 0.29 0.0869
H 5.77 -1.29 2.11 0.1451
H 5.11 -0.76 -0.74 0.1269
H 6.42 -1.67 -0.23 0.1193
H 6.60 1.01 -1.62 0.0827
H 8.03 0.12 -0.86 0.0830
H 7.71 1.78 -0.64 0.0764
H 4.36 0.51 1.67 0.0669
H 3.24 -0.55 1.08 0.0704
C -7.46 -1.47 1.23 -0.0630
C -6.70 -1.30 -0.12 -0.4076
C -7.22 -0.18 -1.07 -0.2022
O -6.22 0.17 -2.00 -0.2107
C -6.09 -0.63 -3.20 -0.0595
N -5.38 -0.84 0.33 0.0230
H -8.52 -1.63 1.00 0.0730
H -7.38 -0.53 1.78 0.0719
H -7.10 -2.25 1.90 0.0735
H -6.62 -2.23 -0.69 0.1258
H -7.38 0.71 -0.46 0.1271
H -8.20 -0.51 -1.41 0.1225
H -7.02 -0.83 -3.73 0.0859
H -5.58 -1.56 -2.92 0.0839
H -5.50 -0.01 -3.87 0.0913
H -5.04 -0.30 -0.45 0.0560
H -5.57 -0.16 1.05 0.0613
C 3.92 4.45 0.81 -0.0961
C 2.47 4.59 0.32 -0.2698
O 1.57 3.83 1.23 -0.0970
H 4.17 3.48 1.24 0.0607
H 4.05 5.14 1.64 0.0673
H 4.59 4.73 -0.01 0.0680
H 2.32 4.39 -0.74 0.1014
H 2.33 5.67 0.37 0.0954
H 1.28 3.01 0.82 0.0582
```

Calculated values
frontier orbital gap: 5.13 eV

=====

# 6
This record from OMol25 describes a cluster of 3 separate species, C3H9NO2 in total at a distorted geometry. The level of theory is the ωB97M-V functional and the def2-TZVPD basis.

Geometry as XYZ:
```
15
Properties=species:S:1:pos:R:3:lowdin_charge:R:1
C 1.64 -0.26 -0.15 -0.1206
C 0.36 0.30 -0.61 0.0625
N -2.42 0.27 -1.53 0.0117
H 1.66 -1.35 -0.14 0.1026
H 2.46 -0.01 -0.84 0.0970
H 1.94 0.17 0.80 0.0763
H -0.04 1.22 -0.24 0.1031
H 0.17 0.10 -1.67 0.0950
H -2.23 -0.10 -0.59 0.0045
H -1.90 -0.48 -1.99 0.0087
H -1.80 1.07 -1.63 -0.0014
O -0.56 -0.18 1.02 -0.1180
C 0.06 -0.22 2.17 -0.5086
O -0.07 0.56 3.08 0.0582
H 0.74 -1.09 2.33 0.1290
```

Calculated values
frontier orbital gap: 8.81 eV
energy relative to the best compared isomer or geometry (same formula, charge and spin): 97.38 kcal/mol

=====

What did the fourth record say?
This record from OMol25 describes an isolated molecule of C5H9O2P at a distorted geometry. The level of theory is the ωB97M-V functional and the def2-TZVPD basis.

Geometry as XYZ:
```
17
Properties=species:S:1:pos:R:3:mulliken_spin:R:1
C 0.03 1.46 0.96 0.8470
C -1.30 0.74 0.99 -0.0930
C 0.17 -0.52 -0.21 -0.0075
C -0.15 -0.24 -1.67 -0.0053
C 0.64 -1.98 0.06 0.0052
O 1.11 0.39 0.30 0.0585
O -1.04 -0.47 0.54 0.0050
P 0.60 2.96 1.57 1.0887
H -1.74 0.77 1.92 0.0271
H -1.90 1.30 0.11 0.0812
H -0.08 -1.10 -2.25 0.0000
H 0.40 0.64 -2.06 0.0030
H -1.17 0.11 -1.61 0.0000
H 1.77 -2.06 -0.17 -0.0005
H 0.10 -2.60 -0.64 -0.0001
H 0.59 -2.16 1.12 0.0009
H 1.96 2.75 1.02 -0.0102
```

Calculated values
frontier orbital gap (alpha / beta): 7.53 / 7.49 eV
spin multiplicity: 3
<S²>: 2.008
energy relative to the best compared isomer or geometry (same formula, charge and spin): 48.67 kcal/mol

=====

Number 2 is which compound?
C8H5N3O2